# 1
# C3H15AgBN3O2P2

A molecular structure, C3H15AgBN3O2P2 at a distorted geometry (ωB97M-V/def2-TZVPD, the Open Molecules 2025 dataset).

Summary:
total energy = -35163.569 eV
HOMO-LUMO gap (alpha / beta) = 4.39 / 4.86 eV
max |F| = 1.1 eV/Å
molar mass = 305.800 g/mol
total charge = +1
expectation value of S² = 0.76
LUMO energy (alpha / beta) = -0.230 / -0.230 Ha
HOMO level (alpha / beta) = -10.653 / -11.124 eV
multiplicity = 2

Geometry as XYZ:
```
27
Properties=species:S:1:pos:R:3:nbo_charge:R:1
N -1.5319 -0.9753 3.1795 -1.289
P -0.4531 -0.7421 2.0687 1.100
B -1.1612 -0.2778 0.2453 -0.077
N -2.5529 -0.7808 0.0267 -1.054
C -0.1959 -0.6927 -0.9816 -0.669
C 1.3077 -0.4252 -0.8640 -0.446
C 1.9778 -0.1969 -2.2206 0.033
O 2.3898 1.0987 -2.4524 -0.689
P -1.3117 1.6618 0.6154 1.467
N 0.1705 2.4043 0.8191 -1.192
O -2.1529 1.7888 1.9735 -1.008
H -2.4915 -1.0201 2.8587 0.380
H 0.5015 0.2315 2.4454 -0.089
H 0.4697 -1.7955 1.8569 -0.063
H -2.6588 -1.7768 0.1973 0.382
H -3.2902 -0.3528 0.5768 0.378
H -0.6026 -0.2245 -1.8848 0.229
H -0.3653 -1.7691 -1.1028 0.226
H 1.5232 0.4699 -0.2757 0.251
H 1.7878 -1.2664 -0.3603 0.207
H 2.9716 -0.8371 -2.1847 -0.038
H 1.3379 -0.5802 -3.0215 0.192
H 2.0351 1.4521 -3.2825 0.497
H 0.1932 3.3952 0.6055 0.418
H 0.5999 2.2562 1.7298 0.403
H -2.1268 1.0214 2.5924 0.530
Ag 3.6290 -2.0667 -3.1603 0.922
```

# 2
# C3H15N2O2

3 unconnected molecules or ions with the total composition C3H15N2O2 at a distorted geometry (ωB97M-V/def2-TZVPD, the Open Molecules 2025 dataset).

Summary:
total energy = -10421.064 eV
energy above the lowest of the compared OMol25 structures with the same formula, charge and spin = 2.9624 eV
HOMO-LUMO gap = 9.83 eV
max |F| = 6.2 eV/Å
molar mass = 111.165 g/mol
total charge = +1
LUMO energy = -0.117 Ha
HOMO level = -13.007 eV
multiplicity = 1

Geometry as XYZ:
```
22
Properties=species:S:1:pos:R:3:nbo_charge:R:1
N -2.2745 -0.8101 -0.1377 -0.685
C -0.9469 -0.9928 0.6829 -0.241
C 0.3559 -0.4662 0.0051 -0.263
N 0.0619 0.6373 -0.8197 -0.681
C 0.1800 1.8853 -0.0205 -0.429
H -2.0617 -0.0831 -0.8475 0.462
H -2.6890 -1.5840 -0.5898 0.433
H -2.9056 -0.5191 0.5497 0.434
H -0.9412 -0.4620 1.6191 0.255
H -0.9353 -2.0411 0.9585 0.235
H 1.2307 -0.2197 0.6934 0.207
H 0.9679 -1.2518 -0.3824 0.234
H 0.6179 0.7425 -1.6160 0.406
H -0.1417 1.5291 0.9861 0.181
H -0.4730 2.6231 -0.5953 0.216
H 1.1632 2.3088 0.1911 0.199
H 1.5713 0.1051 2.5066 0.482
H 1.5438 -1.2009 3.4624 0.484
O 1.0205 -0.7059 2.9176 -0.958
H 1.4029 0.8925 -3.2973 0.467
H 1.5434 -0.5799 -3.4133 0.489
O 1.7096 0.1928 -2.8533 -0.927
```

# 3
# C3H15N2O2

3 unconnected molecules or ions with the total composition C3H15N2O2 at a distorted geometry (ωB97M-V/def2-TZVPD, the Open Molecules 2025 dataset).

Summary:
total energy = -10423.119 eV
energy above the lowest of the compared OMol25 structures with the same formula, charge and spin = 0.9073 eV
HOMO-LUMO gap = 10.16 eV
max |F| = 1.8 eV/Å
molar mass = 111.165 g/mol
total charge = +1
LUMO energy = -0.108 Ha
HOMO level = -13.108 eV
multiplicity = 1

Geometry as XYZ:
```
22
Properties=species:S:1:pos:R:3:nbo_charge:R:1
C 0.9351 -0.0331 -1.2023 -0.246
N 1.0573 -0.8120 -2.4075 -0.838
C -0.4959 0.2117 -0.7487 -0.245
N -1.0371 -0.8074 0.2412 -0.520
C -1.9838 -0.0933 1.1925 -0.407
H 1.5813 -0.3339 -0.3635 0.176
H 1.3031 0.9685 -1.4153 0.227
H 0.9631 -1.7982 -2.2230 0.359
H 1.9035 -0.6700 -2.9376 0.389
H -0.5362 1.1903 -0.2799 0.244
H -1.1229 0.1427 -1.6277 0.236
H -0.3104 -1.1650 0.8641 0.465
H -1.5120 -1.5114 -0.3218 0.434
H -1.3558 0.5562 1.7813 0.235
H -2.7847 0.3406 0.6081 0.235
H -2.4603 -0.8355 1.8055 0.228
H 0.4312 3.7910 -0.7675 0.482
H 1.6830 3.5894 0.1790 0.485
O 0.7320 3.5001 0.0951 -0.963
H 0.4743 -2.4810 2.9620 0.497
H 1.6341 -1.5856 2.4068 0.495
O 0.9013 -2.1642 2.1591 -0.969
```

# 4
# C3H15N2O2

4 unconnected molecules or ions with the total composition C3H15N2O2 at a distorted geometry (ωB97M-V/def2-TZVPD, the Open Molecules 2025 dataset).

Summary:
total energy = -10415.162 eV
energy above the lowest of the compared OMol25 structures with the same formula, charge and spin = 8.8646 eV
HOMO-LUMO gap = 4.83 eV
max |F| = 4.4 eV/Å
molar mass = 111.165 g/mol
total charge = +1
LUMO energy = -0.351 Ha
HOMO level = -14.392 eV
multiplicity = 1

Geometry as XYZ:
```
22
Properties=species:S:1:pos:R:3:nbo_charge:R:1
C 0.6680 1.3142 -0.0055 -0.255
N 0.4936 1.3306 1.4288 -0.590
C -0.7541 1.2529 -0.6264 -0.261
N -1.1713 -0.1164 -0.9456 -0.207
C -1.1229 -0.4097 -2.3914 -0.472
H 1.1902 2.2328 -0.3006 0.287
H 1.2065 0.4327 -0.3435 0.271
H 0.4836 2.2992 1.7442 0.382
H 1.3168 0.9065 1.8850 0.439
H -1.5134 1.6260 0.0680 0.276
H -0.9881 1.8233 -1.5431 0.236
H -0.5417 -0.7748 -0.4305 0.447
H -2.8475 -1.7299 2.7695 -0.011
H -0.1666 -0.1593 -2.8644 0.264
H -1.3346 -1.4882 -2.4329 0.246
H -1.9529 0.0320 -2.9466 0.254
H 1.8497 -1.1711 0.7816 0.479
H 1.3312 -2.5713 -0.4441 0.487
O 0.9336 -1.7448 -0.1348 -0.840
H -2.5571 -1.6149 3.4378 0.012
H 3.0224 -0.9597 1.9685 0.498
O 2.4548 -0.5099 1.3258 -0.940
```

# 5
# C3H15NO3

4 unconnected molecules or ions with the total composition C3H15NO3 at a distorted geometry (ωB97M-V/def2-TZVPD, the Open Molecules 2025 dataset).

Summary:
total energy = -10986.390 eV
energy above the lowest of the compared OMol25 structures with the same formula, charge and spin = 1.2212 eV
SMILES = CCNC.O.O.O
HOMO-LUMO gap = 10.22 eV
max |F| = 1.9 eV/Å
molar mass = 113.157 g/mol
total charge = 0
LUMO energy = 0.032 Ha
HOMO level = -9.349 eV
multiplicity = 1

Geometry as XYZ:
```
22
Properties=species:S:1:pos:R:3:nbo_charge:R:1
C 2.1202 -0.7887 -0.8757 -0.621
C 1.1947 -0.2153 0.2178 -0.221
N -0.2154 -0.6582 0.0370 -0.664
C -0.9002 -0.6816 1.3510 -0.409
H 3.0399 -0.1837 -0.7638 0.214
H 1.5863 -0.7162 -1.8361 0.210
H 2.4164 -1.8081 -0.6168 0.211
H 1.0921 0.8675 0.0504 0.177
H 1.7184 -0.3735 1.1685 0.179
H -0.2074 -1.5494 -0.4521 0.378
H -1.2888 0.3217 1.5538 0.199
H -1.7824 -1.2815 1.2143 0.207
H -0.2340 -1.0280 2.1495 0.180
O -1.1845 0.1765 -2.3389 -0.983
H -0.6005 0.1077 -1.5419 0.500
H -0.7176 0.6204 -3.0522 0.466
O -0.5337 -2.5675 -2.7249 -0.971
H -0.4959 -2.6538 -3.6810 0.460
H -0.7846 -1.6159 -2.7146 0.487
O -1.2950 4.3029 4.2546 -0.934
H -1.9366 4.6606 4.8540 0.467
H -0.9912 5.0640 3.7469 0.467
```

# 6
# C3H15NO3

5 unconnected molecules or ions with the total composition C3H15NO3 at a distorted geometry (ωB97M-V/def2-TZVPD, the Open Molecules 2025 dataset).

Summary:
total energy = -10978.484 eV
energy above the lowest of the compared OMol25 structures with the same formula, charge and spin = 9.1264 eV
HOMO-LUMO gap = 4.66 eV
max |F| = 2.9 eV/Å
molar mass = 113.157 g/mol
total charge = 0
LUMO energy = -0.166 Ha
HOMO level = -9.167 eV
multiplicity = 1

Geometry as XYZ:
```
22
Properties=species:S:1:pos:R:3:nbo_charge:R:1
C -0.2113 -1.4806 0.1144 -0.580
C -0.4435 -0.6359 1.3624 -0.270
N -1.3466 0.5016 1.1185 -0.164
C -0.6875 1.6293 0.6198 -0.465
H 0.1184 -0.7773 -0.6338 0.241
H 0.6052 -2.1750 0.3162 0.257
H -1.0380 -2.1205 -0.1698 0.228
H -0.7013 -1.1565 2.2795 0.232
H 0.5046 -0.1366 1.5867 0.219
H -2.0071 0.2397 0.2449 0.414
H -0.0477 1.3495 -0.2990 0.380
H -0.0302 2.1056 1.3458 0.259
H -1.4244 2.3630 0.3340 0.224
H -0.2588 -1.9321 -3.3429 -0.015
H 2.3479 1.8091 -1.3895 0.462
O 1.6988 1.2574 -0.9369 -0.954
H -3.1218 -0.0384 -1.3593 0.455
H 3.4535 -0.9528 -0.2962 0.463
O -2.2106 -0.1777 -1.0726 -0.879
H 2.1750 0.0963 -0.3277 0.485
H -0.2942 -1.2792 -2.9851 0.015
O 2.5841 -0.7758 0.0902 -1.007
```

# 7
# C3H15NO3

A molecular structure, C3H15NO3 at a distorted geometry (ωB97M-V/def2-TZVPD, the Open Molecules 2025 dataset).

Summary:
total energy = -10973.300 eV
energy above the lowest of the compared OMol25 structures with the same formula, charge and spin = 4.9233 eV
HOMO-LUMO gap (alpha / beta) = 5.66 / 5.65 eV
max |F| = 5.1 eV/Å
molar mass = 113.157 g/mol
total charge = +1
expectation value of S² = 0.75
LUMO energy (alpha / beta) = -0.299 / -0.299 Ha
HOMO level (alpha / beta) = -13.807 / -13.801 eV
multiplicity = 2

Geometry as XYZ:
```
22
Properties=species:S:1:pos:R:3:nbo_charge:R:1
C 0.5789 1.4862 1.7428 -0.028
C 0.0462 0.1307 1.6586 -0.560
C -1.2198 -0.1179 0.8318 -0.613
N 1.5475 1.6839 -0.5314 -0.763
H 1.4136 1.6717 2.4202 0.266
H -0.1990 2.2082 2.0153 0.258
H -0.0921 -0.3243 2.6575 0.349
H 0.8201 -0.4766 1.1602 0.313
H -2.1378 0.3884 1.1188 0.242
H -1.4983 -1.1664 0.7527 0.260
H -0.9463 0.1643 -0.1911 0.199
H 1.0287 1.7569 0.4720 0.236
H 2.0609 2.5530 -0.7013 0.417
H -1.8876 -1.7570 -1.9712 0.470
H 0.4193 -1.7099 -2.6473 0.450
O -0.1958 -1.7390 -1.8853 -0.404
H 0.7307 1.6511 -1.1488 0.399
H -3.3604 -2.3669 -2.1098 0.482
O -2.8331 -1.5714 -2.0274 -0.979
H 1.3790 -1.3530 -0.7704 0.468
H 2.1525 -0.0757 -0.4879 0.475
O 2.1927 -1.0363 -0.3582 -0.937
```

# 8
# C3H15NO4

4 unconnected molecules or ions with the total composition C3H15NO4 at a distorted geometry (ωB97M-V/def2-TZVPD, the Open Molecules 2025 dataset).

Summary:
total energy = -13032.700 eV
energy above the lowest of the compared OMol25 structures with the same formula, charge and spin = 2.3380 eV
SMILES = CNCCO.O.O.O
HOMO-LUMO gap = 9.24 eV
max |F| = 3.7 eV/Å
molar mass = 129.156 g/mol
total charge = 0
LUMO energy = 0.023 Ha
HOMO level = -8.625 eV
multiplicity = 1

Geometry as XYZ:
```
23
Properties=species:S:1:pos:R:3:nbo_charge:R:1
C -1.4033 0.6732 -1.3904 -0.404
N -0.1149 1.4098 -1.3131 -0.669
C 0.1483 1.7294 0.0650 -0.257
C 1.6496 1.5691 0.5176 -0.069
O 1.7927 0.3017 1.1103 -0.753
H -1.9883 0.8054 -0.4802 0.203
H -1.1758 -0.3871 -1.3457 0.168
H -1.9796 1.1168 -2.2195 0.199
H 0.0634 2.1362 -1.9843 0.375
H -0.1011 2.7931 0.2708 0.169
H -0.4054 1.1771 0.8232 0.215
H 2.2320 1.6858 -0.4146 0.153
H 2.1391 2.3614 1.1176 0.186
H 1.4408 -0.4249 0.5865 0.478
O 2.8924 -2.1347 1.7374 -0.951
H 2.1235 -1.6734 2.0879 0.478
H 3.3396 -1.4838 1.1853 0.475
O -0.5926 -2.4600 -0.0542 -0.937
H 0.0651 -3.1714 -0.0565 0.477
H -0.3400 -1.9010 -0.7956 0.462
O -2.9076 -1.2581 0.4167 -0.920
H -3.8377 -0.9834 0.4477 0.456
H -3.0405 -1.8814 -0.3121 0.467
```

# 9
# C3H15NO4

A molecular structure, C3H15NO4 at a distorted geometry (ωB97M-V/def2-TZVPD, the Open Molecules 2025 dataset).

Summary:
total energy = -13028.107 eV
energy above the lowest of the compared OMol25 structures with the same formula, charge and spin = 6.9304 eV
HOMO-LUMO gap = 5.09 eV
max |F| = 4.4 eV/Å
molar mass = 129.156 g/mol
total charge = 0
LUMO energy = -0.123 Ha
HOMO level = -8.438 eV
multiplicity = 1

Geometry as XYZ:
```
23
Properties=species:S:1:pos:R:3:nbo_charge:R:1
C 0.8247 0.7599 -0.4758 -0.007
O -0.2320 -0.9235 -1.6769 -0.723
C 2.0023 0.0087 -0.0247 -0.174
C 3.1014 1.0987 0.1178 -0.594
N 1.6610 -0.5493 1.3824 -0.830
H 1.0051 1.2591 -1.4733 0.266
H 0.2428 1.1742 0.2994 0.252
H -0.0160 -0.3740 -0.7772 0.364
H 2.2345 -0.8552 -0.6591 0.255
H 2.6272 1.9355 0.6684 0.222
H 3.3283 1.4790 -0.9447 0.210
H 4.0764 0.7579 0.5448 0.262
H 1.8583 -1.5837 1.4539 0.375
H 0.7004 -0.4959 1.4240 0.372
H -1.3187 -1.2704 0.6216 0.483
H -2.1737 -1.1721 1.9824 0.524
O -1.2222 -1.1242 1.6128 -1.005
H -1.2473 -0.6324 -2.0527 0.546
H -2.9768 0.7284 -2.5588 0.447
O -2.5476 0.1090 -1.8482 -1.242
H -4.3913 0.2571 1.4303 0.478
H -3.7163 -0.2234 -0.0089 0.536
O -3.8205 -0.3633 0.9626 -1.016
```